A molecular structure, C36H39IN6O3Sn in a non-equilibrium geometry, computed with ωB97M-V/def2-TZVPD.

CARTESIAN COORDINATES (ANGSTROEM)
Sn (0.596, -0.863, -0.995)
C (3.386, 2.548, 2.875)
C (2.771, 1.362, 2.461)
N (1.471, 1.236, 2.325)
C (0.640, 2.243, 2.660)
C (1.177, 3.479, 3.147)
C (2.583, 3.608, 3.190)
C (0.327, 4.490, 3.629)
C (-1.003, 4.180, 3.787)
C (-1.553, 2.977, 3.360)
C (-0.819, 1.989, 2.640)
N (-1.268, 0.844, 2.090)
C (-2.580, 0.386, 2.191)
C (-3.759, 1.153, 2.305)
C (-4.954, 0.562, 2.705)
C (-5.055, -0.790, 2.934)
C (-3.984, -1.644, 2.592)
C (-4.145, -3.053, 2.493)
C (-3.206, -3.734, 1.715)
C (-2.057, -3.161, 1.281)
N (-1.613, -1.877, 1.850)
C (-2.768, -1.019, 2.229)
H (4.466, 2.610, 2.941)
H (3.359, 0.480, 2.216)
H (3.013, 4.547, 3.525)
H (0.735, 5.443, 3.949)
H (-1.651, 4.908, 4.269)
H (-2.578, 2.801, 3.604)
H (-3.743, 2.202, 2.072)
H (-5.823, 1.195, 2.865)
H (-5.984, -1.226, 3.287)
H (-5.087, -3.510, 2.767)
H (-3.425, -4.737, 1.358)
H (-1.384, -3.594, 0.566)
O (-2.453, -0.740, -2.256)
C (-2.142, -1.925, -2.270)
C (-3.012, -3.013, -2.902)
C (-2.061, -4.197, -2.983)
C (-0.926, -3.797, -2.030)
O (-0.086, -4.582, -1.621)
N (-1.017, -2.470, -1.730)
H (-3.411, -2.673, -3.857)
H (-3.844, -3.202, -2.221)
H (-1.633, -4.311, -3.982)
H (-2.485, -5.155, -2.681)
N (2.849, 2.547, -3.609)
C (2.047, 1.768, -2.815)
N (2.717, 0.885, -2.139)
C (4.040, 1.066, -2.490)
C (5.185, 0.402, -2.059)
C (6.400, 0.793, -2.593)
C (6.488, 1.825, -3.536)
C (5.362, 2.503, -3.971)
C (4.144, 2.113, -3.429)
H (2.534, 3.274, -4.222)
H (0.970, 1.886, -2.763)
H (5.107, -0.397, -1.333)
H (7.308, 0.290, -2.281)
H (7.458, 2.098, -3.934)
H (5.432, 3.297, -4.706)
I (1.677, -1.980, -4.344)
C (2.054, -2.208, -2.211)
H (3.121, -1.991, -2.127)
H (1.901, -3.273, -2.038)
C (-0.561, -2.047, 2.894)
C (0.831, -1.624, 2.380)
C (1.853, -2.202, 3.365)
C (1.179, -2.082, 0.920)
H (-0.867, -1.458, 3.761)
H (-0.541, -3.101, 3.180)
H (-1.121, -1.341, 1.131)
H (0.899, -0.540, 2.431)
H (1.895, -3.293, 3.281)
H (1.598, -1.940, 4.399)
H (2.848, -1.803, 3.152)
H (0.871, -3.128, 0.812)
H (2.276, -2.080, 0.860)
C (-2.437, 3.240, -4.416)
C (-2.514, 1.951, -3.617)
O (-1.333, 1.825, -2.856)
H (-3.334, 3.364, -5.028)
H (-1.561, 3.221, -5.068)
H (-2.346, 4.092, -3.740)
H (-2.626, 1.098, -4.296)
H (-3.394, 1.970, -2.964)
H (-1.421, 1.009, -2.328)

Values from the calculation:
Total charge ... -2
M ... 849.36 g mol⁻¹
Electronic energy ... -66980.234 eV
LUMO ... 3.891 eV
Maximum force ... 0.0213 Eh/bohr
Kohn-Sham gap ... 4.337 eV
Energy relative to the best compared isomer or geometry (same formula, charge and spin) ... 202.3 kJ/mol

Results of the Löwdin charge analysis, in e, for atoms 1 through 8: number 1, Sn, carries 1.07; number 2, C, carries -0.09; number 3, C, carries -0.16; number 4, N, carries 0.09; number 5, C, carries -0.13; number 6, C, carries -0.19; number 7, C, carries -0.05; number 8, C, carries -0.12

A molecular structure, C36H39N3O6ReS2Sb2SeTe in a non-equilibrium geometry, computed with ωB97M-V/def2-TZVPD.

CARTESIAN COORDINATES (ANGSTROEM)
Re (-0.532, 0.000, 0.752)
C (-3.685, 0.237, -1.838)
Sb (-2.090, -1.078, -1.305)
C (-3.460, -2.578, -0.635)
C (-1.985, -1.687, -3.376)
C (-1.365, -2.965, -3.827)
C (-2.151, -4.116, -3.901)
C (-1.645, -5.316, -4.370)
C (-0.315, -5.376, -4.774)
C (0.465, -4.232, -4.725)
C (-0.040, -3.014, -4.271)
C (0.840, -1.803, -4.242)
Sb (1.719, -1.575, -2.290)
C (3.177, -0.158, -2.919)
C (3.830, -3.363, -3.400)
H (-4.317, -0.317, -2.532)
H (-3.284, 1.120, -2.331)
H (-4.298, 0.506, -0.977)
H (-3.275, -3.508, -1.168)
H (-4.468, -2.227, -0.850)
H (-3.360, -2.761, 0.432)
H (-1.588, -0.806, -3.872)
H (-3.061, -1.729, -3.546)
H (-3.191, -4.057, -3.596)
H (-2.282, -6.189, -4.432)
H (0.107, -6.302, -5.141)
H (1.497, -4.275, -5.054)
H (0.312, -0.874, -4.450)
H (1.672, -1.899, -4.940)
H (3.662, -0.505, -3.831)
H (3.918, -0.034, -2.130)
H (2.686, 0.800, -3.093)
H (3.547, -2.929, -4.367)
H (3.983, -4.434, -3.551)
H (4.787, -2.919, -3.110)
O (1.598, -3.577, 2.159)
S (1.150, -3.046, 0.851)
O (2.858, -3.183, -2.397)
N (0.886, -1.338, 1.146)
C (2.068, -0.805, 1.750)
C (3.302, -1.408, 1.843)
C (4.380, -0.767, 2.491)
C (4.251, 0.475, 3.036)
C (3.015, 1.149, 2.911)
C (2.803, 2.471, 3.352)
C (1.610, 3.084, 3.104)
C (0.608, 2.373, 2.431)
N (0.749, 1.117, 2.065)
C (1.949, 0.500, 2.272)
C (-0.475, -3.744, 0.700)
C (-0.728, -4.510, -0.428)
C (-1.748, -5.455, -0.382)
C (-2.500, -5.608, 0.772)
C (-2.249, -4.818, 1.891)
C (-1.217, -3.900, 1.868)
H (3.482, -2.387, 1.432)
H (5.323, -1.293, 2.557)
H (5.077, 0.960, 3.540)
H (3.606, 2.994, 3.857)
H (1.424, 4.109, 3.390)
H (-0.313, 2.854, 2.153)
H (-0.101, -4.426, -1.310)
H (-1.934, -6.076, -1.245)
H (-3.283, -6.355, 0.808)
H (-2.837, -4.941, 2.791)
H (-0.941, -3.351, 2.758)
S (-3.462, -1.884, 3.922)
C (-2.501, -1.242, 2.852)
N (-1.765, -0.764, 2.048)
C (-2.575, 3.496, 2.193)
Te (-2.788, 1.781, 0.932)
C (-3.680, 3.262, -0.318)
C (-4.452, 4.061, 0.695)
C (-5.666, 4.670, 0.415)
C (-6.327, 5.393, 1.400)
C (-5.779, 5.502, 2.669)
C (-4.565, 4.892, 2.957)
C (-3.901, 4.174, 1.974)
H (-1.763, 4.110, 1.797)
H (-2.378, 3.224, 3.227)
H (-4.303, 2.791, -1.072)
H (-2.867, 3.809, -0.791)
H (-6.097, 4.581, -0.575)
H (-7.277, 5.860, 1.178)
H (-6.301, 6.054, 3.439)
H (-4.136, 4.975, 3.948)
O (1.317, 2.674, -2.539)
Se (0.087, 1.986, -1.760)
O (-0.827, 3.000, -0.871)
O (0.705, 0.901, -0.533)
O (-0.818, 0.966, -2.681)

Values from the calculation:
Total charge ... 0
M ... 1310.14 g mol⁻¹
Electronic energy ... -164231.515 eV
Spin multiplicity ... 2
LUMO (spin up / spin down) ... -2.167 / -1.874 eV
Maximum force ... 0.0439 Eh/bohr
Kohn-Sham gap (spin up / spin down) ... 5.791 / 6.081 eV
Energy relative to the best compared isomer or geometry (same formula, charge and spin) ... 100.3 kJ/mol

Results of the Löwdin charge analysis, in e, for atoms 1 through 8: number 1, Re, carries 1.09; number 2, C, carries -0.34; number 3, Sb, carries 1.34; number 4, C, carries -0.27; number 5, C, carries -0.27; number 6, C, carries -0.27; number 7, C, carries -0.07; number 8, C, carries -0.10

A molecular structure, C36H39N5O2RuS in a non-equilibrium geometry, computed with ωB97M-V/def2-TZVPD.

CARTESIAN COORDINATES (ANGSTROEM)
Ru (-1.375, -0.980, -0.239)
C (1.329, -4.988, 5.000)
C (0.994, -4.400, 3.655)
C (1.867, -4.265, 2.602)
C (1.698, -3.495, 1.462)
C (2.738, -3.383, 0.546)
N (2.936, -2.416, -0.390)
C (4.115, -2.422, -1.213)
C (3.968, -1.524, -2.482)
C (2.959, -2.014, -3.524)
N (1.741, -1.305, -3.514)
C (1.593, -0.147, -4.148)
C (0.391, 0.600, -4.042)
C (0.210, 1.733, -4.845)
C (-0.853, 2.543, -4.704)
C (-1.081, 3.810, -5.584)
C (-1.831, 2.255, -3.711)
C (-1.733, 1.083, -2.904)
C (-2.833, 0.846, -2.030)
N (-2.954, -0.127, -1.136)
C (-4.362, -0.396, -0.835)
C (-4.656, -1.677, -0.049)
C (-3.904, -1.744, 1.295)
N (-2.439, -1.945, 1.149)
C (-1.808, -2.296, 2.218)
C (-0.488, -2.836, 2.312)
C (-0.237, -3.713, 3.407)
C (0.495, -2.687, 1.327)
O (0.435, -1.797, 0.378)
C (-0.593, 0.261, -2.977)
O (-0.400, -0.712, -2.135)
H (1.976, -5.837, 4.829)
H (0.469, -5.311, 5.585)
H (1.915, -4.284, 5.511)
H (2.740, -4.882, 2.520)
H (3.538, -4.201, 0.541)
H (2.350, -1.592, -0.347)
H (4.287, -3.459, -1.493)
H (4.977, -2.051, -0.651)
H (4.987, -1.397, -2.886)
H (3.682, -0.517, -2.250)
H (2.669, -3.052, -3.369)
H (3.367, -1.851, -4.578)
H (1.029, -1.417, -2.794)
H (2.342, 0.250, -4.834)
H (0.947, 1.883, -5.615)
H (-2.179, 4.080, -5.491)
H (-0.822, 3.584, -6.610)
H (-0.406, 4.605, -5.230)
H (-2.655, 2.918, -3.797)
H (-3.692, 1.500, -2.101)
H (-5.001, -0.281, -1.736)
H (-4.738, 0.380, -0.110)
H (-4.301, -2.550, -0.659)
H (-5.710, -1.813, 0.170)
H (-4.428, -2.555, 1.772)
H (-4.155, -0.931, 1.898)
H (-2.402, -2.321, 3.179)
H (-1.103, -4.012, 4.059)
N (-0.969, 0.851, 0.389)
S (0.445, 1.549, 0.770)
C (0.064, 3.304, 0.473)
C (0.558, 4.023, -0.661)
C (0.133, 5.302, -0.893)
C (-0.735, 5.957, 0.023)
C (-1.163, 5.306, 1.175)
C (-0.795, 3.911, 1.397)
C (0.686, 1.566, 2.582)
C (-0.081, 0.713, 3.356)
C (0.153, 0.641, 4.731)
C (1.265, 1.338, 5.248)
C (1.933, 2.267, 4.504)
C (1.662, 2.410, 3.150)
H (-1.706, 1.575, 0.279)
H (1.173, 3.502, -1.386)
H (0.593, 5.800, -1.759)
H (-1.142, 6.949, -0.171)
H (-1.765, 5.714, 1.956)
H (-1.060, 3.381, 2.350)
H (-0.815, 0.017, 2.926)
H (-0.398, -0.062, 5.406)
H (1.437, 1.251, 6.302)
H (2.690, 2.892, 4.963)
H (2.232, 3.099, 2.490)

Values from the calculation:
Total charge ... +3
M ... 706.88 g mol⁻¹
Electronic energy ... -62898.471 eV
Spin multiplicity ... 6
LUMO (spin up / spin down) ... -8.601 / -10.890 eV
Maximum force ... 0.0700 Eh/bohr
Kohn-Sham gap (spin up / spin down) ... 5.189 / 5.353 eV
Energy relative to the best compared isomer or geometry (same formula, charge and spin) ... 142.0 kJ/mol

Results of the Löwdin charge analysis, in e, for atoms 1 through 8: number 1, Ru, carries 1.46; number 2, C, carries 0.03; number 3, C, carries -0.15; number 4, C, carries 0.03; number 5, C, carries -0.10; number 6, C, carries -0.02; number 7, N, carries 0.03; number 8, C, carries -0.16

7 unconnected molecules or ions with the total composition C36H39N7O12 in a non-equilibrium geometry, computed with ωB97M-V/def2-TZVPD.

CARTESIAN COORDINATES (ANGSTROEM)
O (2.972, 5.406, 7.191)
N (2.505, 4.852, 6.177)
O (1.592, 5.376, 5.548)
C (3.012, 3.523, 5.753)
C (4.208, 2.893, 6.674)
C (4.613, 1.389, 6.457)
C (4.093, 0.736, 5.207)
C (3.330, 1.545, 4.294)
C (2.858, 2.846, 4.422)
H (4.653, 3.464, 7.552)
H (5.261, 0.905, 7.210)
H (4.644, -0.298, 5.172)
H (3.014, 0.860, 3.477)
H (2.086, 3.158, 4.037)
O (1.294, -2.179, 4.910)
N (0.312, -1.405, 4.476)
O (-0.003, -1.494, 3.204)
C (0.200, -0.072, 5.051)
C (-0.466, 1.062, 4.344)
C (-0.651, 2.486, 5.017)
C (-0.124, 2.618, 6.460)
C (0.634, 1.590, 7.040)
C (0.777, 0.196, 6.391)
H (-0.902, 1.042, 3.261)
H (-1.273, 3.357, 4.417)
H (-0.399, 3.566, 6.794)
H (0.967, 1.639, 8.096)
H (1.266, -0.633, 6.881)
O (-3.803, 1.597, 0.773)
N (-3.418, 0.352, 0.779)
O (-2.491, -0.008, 1.508)
C (-4.176, -0.601, 0.000)
C (-3.642, -2.045, -0.088)
C (-4.329, -2.957, -1.073)
C (-5.605, -2.601, -1.756)
C (-6.157, -1.344, -1.454)
C (-5.532, -0.345, -0.571)
H (-2.778, -2.290, 0.231)
H (-4.006, -3.977, -1.329)
H (-6.016, -3.349, -2.569)
H (-7.198, -1.112, -1.953)
H (-5.602, 0.670, -0.352)
O (4.140, 1.169, -0.420)
N (3.572, 0.844, -1.549)
O (3.611, -0.240, -2.121)
C (2.796, 1.931, -2.113)
C (3.113, 3.402, -1.656)
C (2.594, 4.570, -2.614)
C (1.424, 4.130, -3.594)
C (1.176, 2.772, -3.971)
C (1.768, 1.635, -3.308)
H (3.644, 3.433, -0.663)
H (2.812, 5.489, -2.237)
H (0.910, 5.006, -4.171)
H (0.329, 2.733, -4.719)
H (1.451, 0.686, -3.514)
O (-0.564, -3.965, -0.505)
N (-0.806, -4.553, -1.644)
O (-1.740, -5.370, -1.939)
C (0.236, -4.577, -2.672)
C (1.572, -3.776, -2.412)
C (2.453, -3.365, -3.582)
C (2.152, -3.992, -4.908)
C (1.047, -4.787, -5.202)
C (0.004, -5.159, -4.084)
H (1.978, -3.232, -1.472)
H (3.271, -2.754, -3.500)
H (2.852, -3.774, -5.659)
H (1.002, -5.230, -5.934)
H (-0.807, -5.941, -4.380)
C (-0.356, -0.295, -1.401)
N (-0.068, 0.779, -0.516)
C (-0.524, 2.077, -0.666)
C (0.600, 0.503, 0.678)
O (0.907, 1.354, 1.470)
H (0.531, -0.868, -1.470)
H (-0.218, 0.369, -2.323)
H (-1.419, -0.598, -1.326)
H (-0.702, 2.146, -1.696)
H (0.283, 2.633, -0.158)
H (-1.467, 2.485, -0.110)
H (0.836, -0.530, 0.718)
C (-2.422, -2.801, -4.851)
N (-2.215, -1.340, -4.652)
C (-3.398, -0.725, -4.036)
C (-1.282, -0.689, -5.257)
O (-1.230, 0.619, -5.226)
H (-1.554, -3.284, -5.280)
H (-3.252, -2.938, -5.680)
H (-2.885, -3.354, -4.032)
H (-3.431, 0.223, -4.114)
H (-3.578, -0.677, -3.063)
H (-4.328, -1.354, -4.373)
H (-0.536, -1.241, -5.757)

Values from the calculation:
Total charge ... 0
M ... 761.75 g mol⁻¹
Electronic energy ... -72928.740 eV
LUMO ... -1.887 eV
Maximum force ... 0.3732 Eh/bohr
Kohn-Sham gap ... 6.796 eV
Energy relative to the best compared isomer or geometry (same formula, charge and spin) ... 2090.3 kJ/mol
Structure (SMILES) ... O=[N+]([O-])c1ccccc1.O=[N+]([O-])c1ccccc1.O=[N+]([O-])c1ccccc1.O=[N+]([O-])c1ccccc1.O=[N+]([O-])c1ccccc1.CN(C)C=O.CN(C)C=O

Results of the Löwdin charge analysis, in e, for atoms 1 through 8: number 1, O, carries 0.03; number 2, N, carries -0.36; number 3, O, carries 0.05; number 4, C, carries -0.05; number 5, C, carries 0.07; number 6, C, carries -0.05; number 7, C, carries -0.07; number 8, C, carries -0.09

A molecular structure, C36H39N7O2S2Zn, computed with ωB97M-V/def2-TZVPD.

CARTESIAN COORDINATES (ANGSTROEM)
Zn (0.784, -0.631, -0.140)
C (2.269, -3.276, 0.358)
N (2.502, -1.856, 0.624)
C (3.741, -1.277, 0.105)
C (3.472, -0.512, -1.160)
N (2.280, -0.091, -1.497)
C (2.435, 0.611, -2.687)
C (1.494, 1.243, -3.496)
C (1.958, 1.876, -4.632)
C (3.322, 1.882, -4.964)
C (4.263, 1.248, -4.177)
C (3.787, 0.613, -3.036)
N (4.420, -0.121, -2.039)
C (1.081, -3.469, -0.538)
N (0.372, -2.484, -1.024)
C (-0.583, -3.066, -1.857)
C (-1.550, -2.490, -2.677)
C (-2.348, -3.341, -3.414)
C (-2.191, -4.735, -3.351)
C (-1.222, -5.317, -2.560)
C (-0.424, -4.452, -1.823)
N (0.651, -4.673, -0.968)
H (2.118, -3.822, 1.291)
H (3.142, -3.719, -0.129)
H (2.394, -1.646, 1.606)
H (4.511, -2.035, -0.061)
H (4.129, -0.572, 0.842)
H (0.442, 1.221, -3.247)
H (1.258, 2.371, -5.291)
H (3.642, 2.386, -5.866)
H (5.311, 1.243, -4.443)
H (5.401, -0.338, -1.988)
H (-1.659, -1.418, -2.747)
H (-3.105, -2.928, -4.065)
H (-2.837, -5.364, -3.946)
H (-1.088, -6.390, -2.525)
H (1.054, -5.566, -0.737)
O (-0.130, -1.400, 1.818)
S (-0.546, -1.887, 3.186)
C (-0.152, -0.590, 4.395)
C (-0.821, 0.773, 4.279)
C (-0.329, 1.623, 3.102)
C (1.071, 2.179, 3.364)
S (2.198, 2.072, 1.956)
O (1.876, 0.732, 1.324)
C (1.591, 3.311, 0.824)
C (0.616, 4.257, 1.101)
C (0.252, 5.163, 0.110)
C (0.854, 5.117, -1.139)
C (1.840, 4.173, -1.407)
C (2.220, 3.279, -0.420)
C (-2.321, -1.875, 3.280)
C (-2.917, -2.867, 4.043)
C (-4.301, -2.892, 4.157)
C (-5.068, -1.946, 3.496)
C (-4.459, -0.966, 2.719)
C (-3.080, -0.924, 2.610)
H (0.939, -0.527, 4.353)
H (-0.404, -1.063, 5.348)
H (-0.639, 1.306, 5.216)
H (-1.900, 0.646, 4.216)
H (-1.028, 2.443, 2.936)
H (-0.314, 1.012, 2.199)
H (1.605, 1.571, 4.099)
H (1.090, 3.202, 3.743)
H (0.141, 4.310, 2.070)
H (-0.494, 5.916, 0.325)
H (0.572, 5.833, -1.900)
H (2.323, 4.139, -2.374)
H (2.991, 2.546, -0.625)
H (-2.312, -3.615, 4.540)
H (-4.778, -3.659, 4.752)
H (-6.146, -1.972, 3.580)
H (-5.063, -0.230, 2.204)
H (-2.595, -0.171, 2.005)
C (-2.770, 3.353, -1.623)
N (-2.292, 2.062, -1.147)
C (-3.050, 0.938, -0.923)
C (-2.183, -0.035, -0.540)
N (-0.906, 0.480, -0.521)
C (-1.015, 1.743, -0.897)
H (-3.851, 3.385, -1.524)
H (-2.505, 3.496, -2.669)
H (-2.332, 4.149, -1.025)
H (-4.116, 0.929, -1.067)
H (-2.386, -1.058, -0.275)
H (-0.200, 2.437, -1.014)

Values from the calculation:
Total charge ... +2
M ... 731.28 g mol⁻¹
Electronic energy ... -122570.454 eV
LUMO ... -4.226 eV
Maximum force ... 0.0039 Eh/bohr
Kohn-Sham gap ... 9.110 eV
Energy relative to the best compared isomer or geometry (same formula, charge and spin) ... 23.6 kJ/mol

Results of the Löwdin charge analysis, in e, for atoms 1 through 8: number 1, Zn, carries 0.64; number 2, C, carries -0.08; number 3, N, carries -0.08; number 4, C, carries -0.09; number 5, C, carries -0.28; number 6, N, carries 0.11; number 7, C, carries -0.21; number 8, C, carries -0.02